83
Properties=species:S:1:pos:R:3 method="wB97M-V/def2-TZVPD" lumo_energy_ha=-0.1299 total_charge=+1 energy_ha=-4401.4548
Rh 0.13981 0.84100 -0.09038
S 0.33659 0.75013 2.19377
C 1.98130 1.30411 1.94817
S 2.33520 1.08300 0.25752
C 2.79425 1.85608 2.88467
C 4.09096 2.33747 2.52782
N 5.12039 2.75011 2.22221
C 2.32287 1.97776 4.22844
N 1.88973 2.09837 5.28778
C 0.17648 -1.10054 -3.20312
C 0.55100 0.33325 -3.20474
N 0.46115 1.11640 -2.15730
C 0.86741 2.41020 -2.46394
C 1.27722 2.58842 -3.74063
S 1.14239 1.11668 -4.59238
C 0.78272 3.38651 -1.37958
C 1.18445 4.67726 -1.36381
S 0.79410 5.37244 0.14065
C 0.10349 3.91235 0.68383
N 0.19659 2.94298 -0.20209
C -0.58849 3.87719 2.00606
H -0.49849 -1.27395 -2.36680
H 1.06759 -1.71975 -3.08771
H -0.31834 -1.38849 -4.13017
H 1.62722 3.49149 -4.21224
H 1.67893 5.23445 -2.14194
H -1.31969 4.68590 2.04925
H 0.11623 4.01733 2.82729
H -1.09317 2.92867 2.15092
F -3.64088 -4.49866 4.18954
C -2.72915 -3.87643 3.42958
C -1.41683 -3.83916 3.85361
C -0.48373 -3.19312 3.05580
C -0.85563 -2.57892 1.86020
C -2.18833 -2.65951 1.45663
C -3.13329 -3.30655 2.23834
Sb 0.62921 -1.76932 0.58503
C 2.41454 -1.87861 1.71080
C 3.58851 -2.17703 1.01761
C 4.81580 -2.19918 1.65803
C 4.85327 -1.91843 3.01112
F 6.03462 -1.93817 3.63889
C 3.71823 -1.61445 3.73555
C 2.49977 -1.58895 3.07226
C 0.93136 -3.61889 -0.47109
C 0.36000 -3.99236 -1.68533
C 0.52837 -5.26581 -2.21214
C 1.27511 -6.17804 -1.49756
F 1.44933 -7.40805 -1.99802
C 1.83239 -5.86844 -0.27228
C 1.64991 -4.59264 0.23279
H -1.13839 -4.31345 4.78476
H 0.54635 -3.19278 3.38346
H -2.50318 -2.22855 0.51629
H -4.16843 -3.38733 1.93374
H 3.55972 -2.40024 -0.04315
H 5.73248 -2.42409 1.13062
H 3.79591 -1.39078 4.79099
H 1.61855 -1.31382 3.63655
H -0.27808 -3.31464 -2.23425
H 0.08150 -5.55921 -3.15224
H 2.39153 -6.61978 0.26866
H 2.08778 -4.36308 1.19552
C -2.76036 5.11633 -4.32460
C -2.81678 4.08470 -3.23370
C -2.73413 2.72555 -3.52961
C -2.75854 1.76909 -2.52611
C -2.86576 2.18417 -1.20882
C -2.95351 3.53111 -0.88416
C -2.93919 4.47238 -1.89902
S -2.77364 0.99427 0.10546
C -4.47554 0.45684 0.16440
O -2.00338 -0.20000 -0.46230
H -2.76868 4.65353 -5.30985
H -1.85354 5.71880 -4.24198
H -3.60788 5.79962 -4.26329
H -2.65410 2.41298 -4.56412
H -2.67338 0.71403 -2.75648
H -3.02654 3.84351 0.15190
H -3.01524 5.52512 -1.65316
H -4.74630 0.05646 -0.81297
H -5.10409 1.30987 0.41869
H -4.54761 -0.30670 0.93786